This record from the Open Molecules 2025 dataset describes a structure of composition C25H75CsO13. The level of theory is wB97M-V/def2-TZVPD.

```
114
Properties=species:S:1:pos:R:3:forces:R:3
Cs 0.355483 0.160286 0.649427 0.27 -0.28 -0.11
C 0.571863 -3.848044 0.481887 -0.54 1.16 -2.31
O 1.355033 -2.950584 -0.231643 1.82 1.11 0.64
H 0.299633 -3.517554 1.484267 0.05 -0.26 0.62
H -0.301997 -3.761434 -0.163853 -1.45 -1.00 0.68
H 0.892913 -4.887824 0.419527 0.29 -0.32 0.52
C -2.765187 -1.924194 3.361827 -0.61 0.06 -0.22
C -3.686607 -2.060964 4.573017 3.10 0.56 0.80
O -4.976777 -2.178024 4.264587 -3.53 -0.23 -0.77
H -1.731507 -1.923544 3.707657 0.11 -0.33 -0.43
H -2.939107 -1.069074 2.708657 -0.08 0.67 0.59
H -3.054477 -2.705304 2.658787 0.72 -0.69 0.20
H -3.592747 -1.217664 5.257217 0.10 0.43 -0.13
H -3.322837 -2.885594 5.186007 0.10 -0.43 -0.01
H -5.242897 -3.087154 4.108847 0.13 0.00 -0.07
C 0.073513 1.351866 -5.544743 0.52 0.82 -0.55
C -0.873277 0.381956 -4.928443 0.13 -0.73 0.14
O -0.299487 -0.152724 -3.743583 0.08 0.87 0.58
H 0.179673 2.230366 -4.908293 0.27 -0.04 -0.05
H -0.230527 1.698666 -6.532363 -0.54 0.08 0.04
H 1.045513 0.906996 -5.757793 0.09 -0.14 0.50
H -1.022587 -0.434744 -5.634713 -0.47 -0.07 -0.01
H -1.810937 0.847966 -4.625573 -0.23 0.09 -0.50
H -0.361247 -1.110384 -3.717563 0.17 -0.91 -0.30
C 5.785273 -1.588304 1.734537 2.04 -0.55 0.27
C 4.566243 -2.414984 1.618537 0.02 -0.22 1.01
O 3.515973 -1.590234 1.180297 0.15 -0.18 -0.08
H 6.654463 -2.213574 1.530447 0.18 -0.20 -0.02
H 5.910443 -1.348194 2.790367 0.09 0.99 -0.25
H 5.914663 -0.779334 1.015547 -0.51 0.26 0.30
H 4.366493 -2.760204 2.632947 -0.39 -0.08 0.32
H 4.733473 -3.363044 1.107337 -0.37 0.34 -1.03
H 2.818023 -2.224214 0.999897 -1.55 -0.25 -1.08
C -1.288667 -0.019134 7.036587 0.71 0.47 0.08
C -0.853107 0.863516 5.895507 0.11 0.32 -0.42
O 0.440283 1.398586 6.234707 -0.39 -0.10 -0.25
H -1.032647 0.553116 7.928257 -0.45 0.07 0.36
H -0.562887 -0.831534 7.073407 -0.65 -0.58 -0.01
H -2.353897 -0.249134 7.058547 0.27 -0.41 -0.10
H -1.554747 1.673276 5.695257 -0.10 0.19 0.19
H -0.739247 0.362696 4.934087 0.09 -0.30 0.12
H 0.280213 1.848336 7.067587 0.43 0.23 0.12
C 2.781453 -1.218614 -3.420013 1.01 1.52 -1.65
C 4.064103 -1.515534 -2.704883 -1.32 -0.44 1.95
O 3.860253 -2.751374 -2.025833 1.74 -0.66 -0.56
H 2.151943 -0.452964 -2.966573 -0.33 -0.64 0.28
H 2.306083 -2.120924 -3.804663 -0.17 0.32 0.47
H 3.218383 -0.708184 -4.278303 -0.78 0.37 -0.80
H 4.239733 -0.784974 -1.915243 0.25 0.56 -0.17
H 4.901643 -1.455004 -3.399843 0.20 -0.96 0.28
H 3.174063 -2.618684 -1.367703 -0.70 -0.15 0.43
C -0.350287 4.682116 -3.007293 0.65 -0.37 -0.75
C 0.056103 4.568116 -1.559863 -0.32 1.14 -1.25
O -0.773867 3.653856 -0.905123 0.44 0.27 0.93
H -1.341417 5.061316 -3.256213 0.00 0.03 0.40
H -0.239147 3.674726 -3.408433 -0.25 -0.06 -0.37
H 0.414073 5.279116 -3.504733 -0.13 0.21 -0.28
H 0.005833 5.582606 -1.164393 -0.28 -0.25 0.83
H 1.117013 4.326176 -1.623363 0.20 -0.49 0.67
H -0.644217 2.814056 -1.351813 -0.45 -0.49 -0.08
C -3.697087 2.167686 -2.412303 -0.09 -0.12 0.68
C -2.960467 0.879816 -2.007973 -1.93 0.09 -1.23
O -1.621017 1.013096 -1.757353 1.34 0.91 1.54
H -4.110667 2.656746 -1.530333 0.36 0.28 0.15
H -4.596087 1.906996 -2.970803 0.19 -0.02 -0.43
H -3.053047 2.872476 -2.938203 -0.12 -0.11 -0.16
H -3.015737 0.191686 -2.851493 -0.57 -0.32 0.01
H -3.525167 0.469946 -1.170583 0.19 -0.38 0.22
H -1.170887 0.410346 -2.353753 0.82 -0.21 -0.70
C -3.153027 -4.021164 -1.779763 0.31 0.34 -0.15
C -4.187037 -3.028254 -2.340523 1.36 0.82 0.93
O -5.340527 -3.602184 -2.753253 -2.62 -1.67 -1.01
H -3.532297 -4.733624 -1.047203 -0.39 0.20 0.00
H -2.280497 -3.550354 -1.326833 -0.15 0.37 0.11
H -2.705577 -4.607074 -2.582633 -0.22 -0.11 -0.29
H -3.777657 -2.411984 -3.140973 0.61 -0.03 -0.20
H -4.606437 -2.304044 -1.642163 0.83 0.11 0.70
H -5.222027 -4.383194 -3.298763 0.29 0.00 -0.08
C 1.322883 -4.288674 -4.900103 0.29 0.24 -0.12
C -0.074667 -3.934114 -4.459363 -1.11 0.77 0.54
O -0.177047 -2.802204 -3.569813 -0.09 0.11 -0.29
H 1.306233 -5.162874 -5.550953 -0.02 -0.14 0.15
H 2.001623 -4.445394 -4.061733 -0.22 -0.33 0.19
H 1.807783 -3.493394 -5.466223 -0.31 0.19 -0.15
H -0.645827 -4.756494 -4.028603 0.46 -0.38 0.29
H -0.752837 -3.597024 -5.243293 0.47 -0.16 -0.65
H 0.087663 -2.949864 -2.658923 0.57 -0.56 0.38
C 1.125933 4.595406 3.484917 2.02 0.72 -0.35
C 1.929283 3.289346 3.390097 -2.25 -1.39 0.33
O 0.987583 2.203166 3.610297 0.08 -0.40 -0.18
H 1.970263 5.282146 3.544897 -0.20 0.90 -0.01
H 0.565563 4.751326 4.406747 0.08 -0.61 0.07
H 0.517923 4.944566 2.650347 0.02 -0.67 -0.20
H 2.714973 3.250396 4.144597 -0.04 0.17 0.11
H 2.369473 2.950436 2.452287 0.17 1.16 -0.33
H 1.127443 1.825366 4.481677 -0.06 0.07 0.39
C -3.623807 2.210506 3.506837 -0.83 0.46 -1.18
C -2.944347 2.383626 2.107197 -0.74 -0.66 1.18
O -1.727187 1.710666 2.209787 1.31 -0.39 -0.10
H -4.651347 2.574126 3.513027 -0.13 0.06 -0.15
H -3.146807 2.744226 4.328847 0.45 -0.03 -0.19
H -3.681157 1.141956 3.714247 0.18 0.02 0.12
H -2.782887 3.402266 1.754477 -0.27 0.18 0.18
H -3.463767 1.808196 1.340927 -0.51 0.34 0.03
H -1.304067 2.040646 3.005837 0.67 0.02 0.06
C 4.135243 3.381236 -0.075263 -0.36 -1.21 -0.21
C 4.421713 1.932696 0.333097 -0.21 0.32 0.31
O 3.300193 1.053866 0.000987 1.07 1.61 -0.05
H 3.978983 3.380466 -1.154003 -0.32 0.29 0.01
H 4.969313 4.050736 0.134987 -0.04 -0.14 0.24
H 3.239983 3.663886 0.478547 -0.04 0.50 -0.33
H 4.591163 1.934746 1.409847 -0.15 -0.27 0.26
H 5.380033 1.639226 -0.095373 -0.18 -0.52 -0.41
H 3.576213 0.161176 0.221287 0.09 -0.73 0.28
```
Positions in Å, forces in eV/Å.

LUMO level ... 0.0042 Eh
Frontier orbital gap ... 6.68 eV
Energy relative to the best compared isomer or geometry (same formula, charge and spin) ... 13.5 kcal per mole
HOMO energy ... -6.56 eV
E ... -1995.5479 Eh